Molecular formula: C20H21BrN2O2W
Method: DFT, ωB97M-V/def2-TZVPD

```
47
Properties=species:S:1:pos:R:3:nbo_charge:R:1
C 1.454 4.733 2.806 -0.600
C 2.519 4.037 3.646 -0.607
H 1.908 5.325 2.008 0.211
H 0.861 5.417 3.416 0.226
H 0.771 4.016 2.348 0.164
H 3.022 3.248 3.086 0.177
H 3.278 4.749 3.976 0.228
H 2.087 3.588 4.542 0.208
C -0.098 1.051 -2.664 0.090
C -0.156 0.997 -4.053 -0.200
C 0.531 0.005 -4.759 -0.085
C 1.312 -0.899 -4.055 -0.189
H -0.601 1.800 -2.056 0.245
H -0.761 1.731 -4.571 0.270
H 0.439 -0.064 -5.843 0.270
H 1.861 -1.696 -4.554 0.253
N 0.623 0.124 -1.984 -0.547
C 1.355 -0.813 -2.651 0.251
C 2.113 -1.665 -1.774 0.183
N 2.008 -1.348 -0.439 -0.584
C 2.742 -2.036 0.482 0.106
C 3.619 -3.466 -1.266 -0.056
C 3.542 -3.099 0.085 -0.213
H 2.646 -1.693 1.508 0.242
H 4.107 -3.634 0.846 0.275
C 2.914 -2.727 -2.201 -0.182
H 2.952 -2.932 -3.271 0.257
H 4.225 -4.314 -1.579 0.272
W 0.544 -0.017 0.162 1.989
C 1.397 0.836 1.907 -1.102
H 2.480 0.980 1.787 0.280
H 1.199 0.233 2.806 0.285
H 0.890 1.815 1.992 0.289
Br -1.953 -1.191 2.800 0.093
C -3.519 -1.148 1.721 -0.091
C -4.795 -1.306 2.272 -0.204
C -5.929 -1.283 1.447 -0.163
C -5.793 -1.023 0.081 -0.181
C -4.530 -0.794 -0.468 -0.188
C -3.401 -0.926 0.339 -0.134
C -2.030 -0.824 -0.235 0.779
O -1.496 -1.707 -0.923 -0.569
O -1.436 0.324 0.118 -0.718
H -4.910 -1.443 3.346 0.248
H -6.916 -1.456 1.885 0.250
H -6.676 -0.984 -0.557 0.245
H -4.395 -0.524 -1.509 0.230
```

Values from the calculation:
- HOMO level (spin up / spin down) (eV) = -14.281 / -14.281
- spin multiplicity = 3
- charge = +2
- ΔE to the lowest compared entry with this formula, charge and spin (eV) = 0.0000
- HOMO-LUMO gap (spin up / spin down) (hartree) = 0.1940 / 0.2049

Molecular formula: C20H21Cl2N2O2RhS4
Method: DFT, ωB97M-V/def2-TZVPD

```
52
Properties=species:S:1:pos:R:3:nbo_charge:R:1
Rh 0.177 -0.934 0.099 0.803
Cl 7.223 -3.658 -0.023 0.159
C 5.750 -2.809 0.052 0.011
C 5.720 -1.443 -0.253 -0.218
C 4.533 -0.752 -0.239 -0.064
Cl 4.505 0.904 -0.640 0.092
C 3.284 -1.384 0.119 0.459
O 2.216 -0.710 0.133 -0.634
C 3.359 -2.785 0.458 -0.218
C 2.153 -3.511 0.796 0.430
O 1.014 -3.067 0.852 -0.560
C 4.571 -3.465 0.398 -0.135
H 6.634 -0.933 -0.516 0.270
H 2.306 -4.587 0.980 0.159
H 4.601 -4.521 0.617 0.255
C 0.603 4.491 -1.433 -0.557
C 1.537 4.578 -0.220 -0.586
S 2.209 2.941 0.217 0.755
C 1.093 2.264 1.496 -0.576
C -0.365 2.227 1.099 -0.549
S -0.584 1.369 -0.514 0.228
C -2.180 2.125 -1.027 -0.512
C -1.966 3.377 -1.865 -0.536
S -1.143 4.736 -0.968 0.267
H 0.697 3.518 -1.917 0.245
H 0.851 5.268 -2.156 0.266
H 1.056 5.033 0.644 0.264
H 2.416 5.166 -0.475 0.278
H 1.221 2.845 2.409 0.280
H 1.476 1.252 1.657 0.262
H -0.777 3.230 0.979 0.259
H -0.933 1.699 1.868 0.249
H -2.761 2.343 -0.132 0.247
H -2.702 1.382 -1.628 0.259
H -2.936 3.775 -2.166 0.265
H -1.377 3.165 -2.755 0.236
N -0.752 -3.523 -1.619 -0.774
C -1.801 -3.057 -0.941 0.298
N -1.747 -1.961 -0.211 -0.641
C -2.956 -1.684 0.375 0.203
C -3.229 -0.635 1.250 -0.270
C -4.505 -0.496 1.755 -0.190
C -5.518 -1.385 1.394 -0.204
C -5.273 -2.431 0.522 -0.177
C -3.989 -2.586 0.032 -0.250
S -3.369 -3.830 -1.024 0.427
H 0.143 -3.069 -1.464 0.399
H -0.779 -4.424 -2.068 0.426
H -2.422 0.021 1.551 0.193
H -4.725 0.305 2.443 0.228
H -6.502 -1.260 1.818 0.237
H -6.059 -3.114 0.242 0.239
```

Values from the calculation:
- HOMO level (spin up / spin down) (eV) = -13.055 / -13.014
- spin multiplicity = 5
- charge = +2
- HOMO-LUMO gap (spin up / spin down) (hartree) = 0.2587 / 0.1156

Molecular formula: C20H21Cl36NO5S
Method: DFT, ωB97M-V/def2-TZVPD

```
84
Properties=species:S:1:pos:R:3:lowdin_charge:R:1
C -5.799 1.214 -4.007 -0.164
C -4.521 1.257 -3.163 -0.521
S -3.316 0.126 -3.913 0.846
C -2.200 -0.220 -2.516 -0.442
C -1.931 0.949 -1.622 -0.143
C -1.476 2.171 -1.911 -0.055
C -1.111 2.806 -3.200 -0.186
O 0.294 2.589 -3.431 -0.111
N 0.584 2.675 -4.859 0.016
O 0.458 3.751 -5.262 0.083
C -1.362 2.931 -0.623 -0.345
O -1.321 4.105 -0.419 0.191
O -1.406 1.969 0.405 0.120
C -2.165 0.931 -0.128 -0.450
O -2.943 0.271 0.493 0.151
H -5.556 1.051 -5.059 0.054
H -6.425 0.382 -3.678 0.043
H -6.364 2.141 -3.899 0.076
H -4.099 2.267 -3.150 0.062
H -4.706 0.959 -2.128 0.086
H -2.633 -1.027 -1.918 0.059
H -1.247 -0.589 -2.901 0.057
H -1.704 2.413 -4.032 0.071
H -1.318 3.876 -3.124 0.058
C -7.638 -3.367 -2.950 -1.555
Cl -8.579 -1.934 -3.369 0.527
Cl -8.147 -4.754 -3.916 0.525
Cl -5.912 -3.074 -3.139 0.513
H -7.827 -3.597 -1.910 0.011
C 0.117 0.116 4.224 -1.529
Cl 1.298 1.352 4.672 0.480
Cl 0.810 -1.506 4.354 0.510
Cl -1.327 0.248 5.224 0.537
H -0.172 0.281 3.196 0.003
C -3.306 5.132 -6.160 -1.530
Cl -3.379 3.381 -6.382 0.547
Cl -4.917 5.841 -6.191 0.538
Cl -2.470 5.521 -4.656 0.585
H -2.734 5.550 -6.979 0.015
C -1.842 -4.092 -4.561 -1.518
Cl -0.950 -2.606 -4.907 0.555
Cl -2.371 -4.121 -2.878 0.507
Cl -3.199 -4.281 -5.663 0.514
H -1.166 -4.926 -4.712 -0.028
C 0.395 -3.057 0.534 -1.502
Cl -0.441 -1.584 0.027 0.636
Cl -0.215 -4.390 -0.435 0.498
Cl 2.141 -2.877 0.374 0.526
H 0.169 -3.243 1.576 0.005
C 3.616 4.641 6.106 -1.526
Cl 3.943 2.933 5.816 0.471
Cl 1.881 4.934 6.211 0.537
Cl 4.436 5.175 7.576 0.499
H 4.004 5.210 5.271 0.015
C 5.182 -1.070 2.480 -1.538
Cl 6.489 -0.820 3.632 0.520
Cl 4.720 -2.770 2.373 0.503
Cl 3.771 -0.120 2.933 0.500
H 5.516 -0.742 1.504 0.016
C 3.176 0.063 9.162 -1.545
Cl 1.732 -0.329 8.228 0.522
Cl 4.506 -1.021 8.748 0.528
Cl 3.642 1.745 8.912 0.501
H 2.947 -0.074 10.211 0.010
C 0.793 -7.671 -3.938 -1.538
Cl -0.539 -8.525 -4.715 0.529
Cl 1.487 -6.471 -5.034 0.530
Cl 0.258 -6.903 -2.445 0.511
H 1.562 -8.392 -3.694 0.013
C 9.147 2.357 4.735 -1.553
Cl 7.512 2.661 5.323 0.508
Cl 10.344 3.171 5.741 0.528
Cl 9.468 0.623 4.651 0.507
H 9.223 2.758 3.733 0.011
C 5.786 6.137 11.748 -1.554
Cl 4.798 7.563 11.428 0.525
Cl 5.289 4.789 10.728 0.497
Cl 7.499 6.497 11.526 0.526
H 5.636 5.851 12.781 0.010
C -2.772 -7.031 -8.760 -1.543
Cl -4.268 -6.360 -8.103 0.513
Cl -1.351 -6.470 -7.878 0.506
Cl -2.836 -8.794 -8.774 0.525
H -2.680 -6.692 -9.783 0.011
```

Values from the calculation:
- HOMO level (eV) = -8.980
- spin multiplicity = 1
- HOMO-LUMO gap (hartree) = 0.2970

What are the electronic energy values for these records? In order: -100007.3558 -99532.8109 -494446.6243 eV.